DFT (ωB97M-V with the def2-TZVPD basis set) results for 4 unconnected molecules or ions with the total composition C33H64Cl2FN2O10.

Bonds (Å) are listed after each position.
Element x y z (Å)
1 N 3.64823 -1.33324 0.32660  H19 1.025, C43 1.511, C56 1.498, C94 1.509
2 Cl 5.98950 -0.06177 1.76213  C77 1.778
3 H -5.20060 1.21134 -3.30843  C11 1.096
4 H -6.54496 6.86488 -1.67229  C33 1.092
5 C 4.77462 0.41685 -1.18031  O31 1.411, C56 1.543, H81 1.085, H98 1.088
6 H -4.08863 0.21929 -4.29414  C11 1.096
7 C 6.65827 -2.72616 3.60427  H16 1.085, H66 1.082, H95 1.087, C106 1.535
8 C 2.24519 -3.06089 -0.92998  C26 1.533, H28 1.088, C94 1.532, H110 1.084
9 H 0.08466 -0.36667 -4.42333  C41 1.093
10 C -5.31207 -2.43920 2.87992  O59 1.416, H71 1.096, C72 1.512, H74 1.098
11 C -4.22446 1.19031 -3.80538  H3 1.096, H6 1.096, O18 1.414, H103 1.088
12 C -2.34136 7.09584 -0.33962  H38 1.096, O50 1.408, H75 1.097, H100 1.090
13 C -1.45292 -1.25310 3.15440  O23 1.415, H44 1.098, C48 1.513, H99 1.099
14 H 3.08470 -4.79902 0.10128  C26 1.089
15 H -5.27631 -1.74923 6.08271  C70 1.088
16 H 7.14681 -3.68811 3.49377  C7 1.085
17 H -3.51905 0.64678 -1.04035  C46 1.097
18 O -3.17735 1.45570 -2.89338  C11 1.414, C46 1.417
19 H 3.65463 -0.90091 1.25614  N1 1.025
20 H -0.91888 -4.47104 3.45117  C22 1.088
21 F 1.43050 -5.29090 -0.92525  C26 1.377
22 C -0.63826 -3.47152 3.12550  H20 1.088, O23 1.406, H40 1.098, H57 1.098
23 O -1.57954 -2.57126 3.65416  C13 1.415, C22 1.406
24 H 2.66993 -2.96463 1.17562  C94 1.085
25 C 0.69184 3.31990 -2.07034  H64 1.088, H84 1.099, O93 1.407, H96 1.096
26 C 2.58884 -4.55204 -0.83578  C8 1.533, H14 1.089, F21 1.377, H105 1.088
27 H -6.69652 -2.40868 5.24493  C70 1.095
28 H 1.17838 -3.02962 -1.13950  C8 1.088
29 C -4.65968 4.16528 -1.43503  C49 1.512, H54 1.092, H76 1.090, O108 1.419
30 H 7.75642 -5.86627 -1.88073  C102 1.077
31 O 5.87841 -0.45333 -1.30475  C5 1.411, C47 1.402
32 H -2.58805 0.49238 2.82199  C48 1.093
33 C -5.77629 6.31408 -1.12531  H4 1.092, H86 1.092, O108 1.418, C112 1.512
34 C 6.78030 -2.67061 -1.41373  C47 1.512, C65 1.396, C80 1.392
35 C -6.65867 3.60475 1.53233  O53 1.410, H63 1.089, H67 1.096, H101 1.097
36 H 2.93147 0.57028 -0.14338  C56 1.086
37 H 1.60151 -1.67153 0.61704  C94 1.085
38 H -2.15186 8.15514 -0.13283  C12 1.096
39 H -4.53429 -2.43109 0.91930  C72 1.093
40 H 0.37387 -3.25329 3.49160  C22 1.098
41 C -0.41905 0.35801 -3.77846  H9 1.093, H82 1.090, C83 1.512, O97 1.423
42 H -4.76526 2.37604 -0.28266  C49 1.099
43 C 4.95899 -2.07335 0.18971  N1 1.511, C47 1.531, C77 1.524, H111 1.087
44 H -0.95432 -1.25883 2.17559  C13 1.098
45 H -3.33604 -0.54345 -2.34948  C46 1.096
46 C -2.96727 0.41148 -1.95919  H17 1.097, O18 1.417, H45 1.096, C107 1.509
47 C 5.55478 -1.81266 -1.19577  O31 1.402, C34 1.512, C43 1.531, H55 1.095
48 C -2.79303 -0.56353 3.01632  C13 1.513, H32 1.093, H78 1.091, O109 1.418
49 C -5.35858 3.29111 -0.41803  C29 1.512, H42 1.099, H51 1.096, O53 1.418
50 O -3.66051 6.73418 -0.00776  C12 1.408, C112 1.419
51 H -6.34585 3.01138 -0.80322  C49 1.096
52 H 9.92574 -4.70288 -1.86316  C104 1.080
53 O -5.47466 3.93214 0.84111  C35 1.410, C49 1.418
54 H -3.71038 4.53865 -1.04512  C29 1.092
55 H 4.82816 -2.08852 -1.96639  C47 1.095
56 C 3.46966 -0.21936 -0.65865  N1 1.498, C5 1.543, H36 1.086, H62 1.084
57 H -0.64031 -3.45081 2.02743  C22 1.098
58 H 6.88656 -2.10596 1.11397  C77 1.085
59 O -4.88476 -2.46513 4.22947  C10 1.416, C70 1.412
60 H -4.18373 7.54119 -1.84638  C112 1.096
61 H -1.09578 1.23512 -1.28131  C107 1.091
62 H 2.84996 -0.51707 -1.49639  C56 1.084
63 H -6.72441 4.25991 2.39910  C35 1.089
64 H 0.06270 3.99528 -1.49355  C25 1.088
65 C 6.63726 -4.04942 -1.57794  C34 1.396, H91 1.081, C102 1.390
66 H 6.32293 -2.58937 4.62417  C7 1.082
67 H -7.54310 3.76580 0.90566  C35 1.096
68 H -6.02925 -0.81899 4.77455  C70 1.096
69 H 1.39487 1.22464 -3.05486  C83 1.100
70 C -5.77690 -1.82788 5.11949  H15 1.088, H27 1.095, O59 1.412, H68 1.096
71 H -6.02140 -1.62088 2.71336  C10 1.096
72 C -4.14657 -2.28253 1.92996  C10 1.512, H39 1.093, H89 1.092, O109 1.421
73 H 5.28038 -3.61168 2.24151  C106 1.086
74 H -5.82066 -3.38528 2.65288  C10 1.098
75 H -2.12494 6.88929 -1.39463  C12 1.097
76 H -4.42641 3.53494 -2.29273  C29 1.090
77 C 5.88012 -1.79226 1.37071  Cl2 1.778, C43 1.524, H58 1.085, C106 1.543
78 H -3.36031 -0.61765 3.94640  C48 1.091
79 H -5.04048 8.19208 -0.43202  C112 1.098
80 C 8.04726 -2.09477 -1.44249  C34 1.392, H87 1.077, N88 1.337
81 H 5.08068 1.20048 -0.49521  C5 1.085
82 H -1.34151 0.64916 -4.28179  C41 1.090
83 C 0.50641 1.54280 -3.61966  C41 1.512, H69 1.100, H92 1.097, O93 1.415
84 H 1.17967 2.62341 -1.37367  C25 1.099
85 Cl 4.03638 -1.94797 3.39404  C106 1.776
86 H -6.21990 5.98733 -0.18275  C33 1.092
87 H 8.16140 -1.02938 -1.33111  C80 1.077
88 N 9.16126 -2.81546 -1.60442  C80 1.337, C104 1.325
89 H -3.39350 -3.05369 2.10405  C72 1.092
90 H -1.46611 -0.39607 -0.73108  C107 1.094
91 H 5.66420 -4.52072 -1.57535  C65 1.081
92 H 0.83629 1.88496 -4.60880  C83 1.097
93 O -0.13656 2.62059 -2.96666  C25 1.407, C83 1.415
94 C 2.46836 -2.27300 0.36483  N1 1.509, C8 1.532, H24 1.085, H37 1.085
95 H 7.41013 -1.96890 3.39928  C7 1.087
96 H 1.45111 3.90480 -2.60115  C25 1.096
97 O -0.68351 -0.34905 -2.57238  C41 1.423, C107 1.424
98 H 4.53297 0.89050 -2.12994  C5 1.088
99 H -0.83697 -0.67406 3.85636  C13 1.099
100 H -1.67336 6.49366 0.27562  C12 1.090
101 H -6.64561 2.56356 1.87605  C35 1.097
102 C 7.79646 -4.79821 -1.74794  H30 1.077, C65 1.390, C104 1.396
103 H -4.20158 1.96882 -4.56564  C11 1.088
104 C 9.02010 -4.12607 -1.74327  H52 1.080, N88 1.325, C102 1.396
105 H 3.20168 -4.84677 -1.68534  C26 1.088
106 C 5.48787 -2.61379 2.61709  C7 1.535, H73 1.086, C77 1.543, Cl85 1.776
107 C -1.50933 0.27469 -1.59385  C46 1.509, H61 1.091, H90 1.094, O97 1.424
108 O -5.45643 5.21523 -1.96173  C29 1.419, C33 1.418
109 O -3.56760 -0.98493 1.90561  C48 1.418, C72 1.421
110 H 2.70980 -2.59903 -1.79359  C8 1.084
111 H 4.73934 -3.13783 0.22410  C43 1.087
112 C -4.63579 7.27720 -0.88386  C33 1.512, O50 1.419, H60 1.096, H79 1.098

Values from the calculation:
Frontier orbital gap in eV: 7.9514
LUMO energy in eV: -2.365
Highest occupied orbital energy in eV: -10.316
E in eV: -86464.5574
Charge: +1

Mulliken atomic charge list, values in e, 2 entries: number 1, N, carries 0.026; number 2, Cl, carries -0.089


DFT (ωB97M-V with the def2-TZVPD basis set) results for 2 unconnected molecules or ions with the total composition C33H65F5N3O6P.

Bonds (Å) are listed after each position.
Element x y z (Å)
1 H 0.45517 0.92445 4.45185  C59 1.140
2 C 5.28661 -1.39134 -0.98077  N27 1.470, C37 1.593, O95 1.260
3 C 0.82977 3.07512 -6.77252  C10 1.546, H19 1.086, H58 1.094, H100 1.093
4 H 2.86313 0.30058 3.78033  C48 1.135
5 H 0.75023 -2.88282 3.10603  C93 1.134
6 H -1.15712 4.34371 -8.35142  C36 1.088
7 C 3.83695 1.41226 2.01606  H11 1.151, C48 1.600, C67 1.625, H72 1.145
8 H -1.22711 2.21475 -8.83259  C102 1.094
9 H -2.12335 -3.84082 0.99048  C20 1.146
10 C -0.28832 2.27469 -6.06497  C3 1.546, N15 1.493, C28 1.547, C98 1.555
11 H 4.80779 0.99882 1.55717  C7 1.151
12 H -3.04843 -0.25066 2.81491  C77 1.146
13 C -2.36427 3.66355 -6.61819  N15 1.500, C25 1.555, C36 1.548, C111 1.544
14 H -4.23489 4.80297 -6.71000  C25 1.092
15 N -1.36042 3.20521 -5.60219  C10 1.493, C13 1.500, O108 1.318
16 H 1.66136 1.03662 1.61692  C67 1.148
17 H 1.34763 1.91329 5.70251  C59 1.151
18 H -2.84878 -0.92915 0.22286  C24 1.145
19 H 0.50745 3.63158 -7.64768  C3 1.086
20 C -2.86436 -2.97475 1.10512  H9 1.146, C24 1.631, C70 1.616, H99 1.136
21 F 4.68782 -5.78048 6.24596  C74 1.412
22 H -3.91868 2.70292 5.51169  C94 1.142
23 H -2.37580 2.31219 6.55933  C94 1.150
24 C -2.05133 -1.64488 0.62528  H18 1.145, C20 1.631, C45 1.596, H49 1.149
25 C -3.57023 4.38387 -5.95194  C13 1.555, H14 1.092, H41 1.092, H44 1.094
26 H 3.51496 2.02118 4.13021  C48 1.144
27 N 5.68832 -2.37567 0.03493  C2 1.470, H55 1.035, H81 1.028
28 C -0.82975 1.15869 -6.98998  C10 1.547, H96 1.095, C102 1.522, H105 1.097
29 H -5.02309 -0.53704 5.22469  C54 1.148
30 H 2.75672 1.32960 0.08651  C67 1.152
31 H -2.96850 0.01535 6.30950  C43 1.148
32 F 4.13187 -3.18239 4.86431  C106 1.413
33 C -1.94219 2.81014 4.38601  H39 1.152, C62 1.593, H86 1.153, C94 1.623
34 H -2.30617 -2.44528 3.25824  C70 1.144
35 H -1.69770 0.69166 -2.02284  N80 1.035
36 C -1.77025 4.74803 -7.54913  H6 1.088, C13 1.548, H97 1.091, H104 1.092
37 C 3.81613 -1.18220 -1.55599  C2 1.593, H51 1.154, H82 1.145, C91 1.599
38 F 3.44260 -6.72852 4.55347  C74 1.404
39 H -2.39656 3.82310 4.07731  C33 1.152
40 C -0.43519 -0.46828 -0.91223  C45 1.646, O56 1.456, O63 1.461, N80 1.493
41 H -4.18348 3.71413 -5.34457  C25 1.092
42 H -4.76764 0.13362 2.32985  C77 1.143
43 C -3.01182 0.58406 5.31317  H31 1.148, C54 1.623, H73 1.138, C94 1.628
44 H -3.22944 5.20871 -5.31954  C25 1.094
45 C -0.88704 -1.97138 -0.41646  C24 1.596, C40 1.646, H50 1.152, O83 1.448
46 H -5.23201 -2.24074 2.11281  C75 1.149
47 H 1.46432 1.27195 -5.18639  C98 1.092
48 C 3.69526 1.04202 3.56638  H4 1.135, C7 1.600, H26 1.144, H113 1.148
49 H -1.56910 -1.23529 1.58420  C24 1.149
50 H -1.31103 -2.57317 -1.30219  C45 1.152
51 H 3.90057 -1.34267 -2.69537  C37 1.154
52 F 5.25817 -5.47020 4.04327  C74 1.413
53 H -2.21396 0.79194 -8.59310  C102 1.095
54 C -4.39582 0.16995 4.57296  H29 1.148, C43 1.623, C77 1.623, H112 1.151
55 H 5.40437 -2.00846 0.95975  N27 1.035
56 O 1.01197 -0.40541 -0.76377  C40 1.456, P60 1.727
57 H -1.48874 -0.80058 -2.68272  N80 1.029
58 H 1.61283 2.40186 -7.13280  C3 1.094
59 C 0.29607 1.65268 5.31389  H1 1.140, H17 1.151, C62 1.599, H84 1.137
60 P 1.59438 -1.55499 0.38619  O56 1.727, O61 1.741, C79 1.916, O83 1.762, C91 1.939, H110 1.457
61 O 2.92497 -0.62577 1.01720  P60 1.741, C67 1.438
62 C -0.42803 2.99859 4.84515  C33 1.593, C59 1.599, H71 1.137, H76 1.147
63 O -0.84990 0.65172 -0.07141  C40 1.461, H92 0.978
64 H 3.13807 -3.25776 -0.77628  C91 1.141
65 H -0.05735 0.69763 -4.53262  C98 1.092
66 H -3.38559 -3.95596 3.02872  C70 1.140
67 C 2.65327 0.78433 1.09615  C7 1.625, H16 1.148, H30 1.152, O61 1.438
68 H 2.89116 -4.98352 2.78893  C89 1.149
69 F 2.45267 -4.33087 6.07504  C106 1.433
70 C -3.19322 -2.88586 2.68481  C20 1.616, H34 1.144, H66 1.140, C75 1.625
71 H 0.16448 3.42422 3.97244  C62 1.137
72 H 3.81879 2.53579 1.79675  C7 1.145
73 H -2.12463 0.31229 4.65440  C43 1.138
74 C 4.17657 -5.59638 4.94296  F21 1.412, F38 1.404, F52 1.413, C106 1.622
75 C -4.52148 -1.99810 2.98288  H46 1.149, C70 1.625, C77 1.602, H87 1.138
76 H -0.35945 3.77190 5.68962  C62 1.147
77 C -4.14282 -0.44489 3.09285  H12 1.146, H42 1.143, C54 1.623, C75 1.602
78 H 3.46224 -2.99035 1.40319  C79 1.146
79 C 2.31648 -3.00852 1.40462  P60 1.916, H78 1.146, H88 1.136, C93 1.628
80 N -0.98239 -0.02781 -2.22921  H35 1.035, C40 1.493, H57 1.029
81 H 5.15491 -3.23703 -0.14043  N27 1.028
82 H 3.50287 -0.08693 -1.44088  C37 1.145
83 O 0.27791 -2.68212 0.06651  C45 1.448, P60 1.762
84 H -0.27545 1.16001 6.16386  C59 1.137
85 H -3.52838 2.88403 -8.28046  C111 1.095
86 H -2.05130 2.14783 3.44902  C33 1.153
87 H -5.06315 -2.32564 3.92836  C75 1.138
88 H 1.87915 -3.96959 0.98496  C79 1.136
89 C 2.31653 -4.38618 3.58538  H68 1.149, C93 1.619, H101 1.149, C106 1.590
90 H 2.00835 -2.40726 -1.92576  C91 1.153
91 C 2.72319 -2.22844 -1.03929  C37 1.599, P60 1.939, H64 1.141, H90 1.153
92 H -0.43584 0.57260 0.81126  O63 0.978
93 C 1.87411 -2.95583 2.97019  H5 1.134, C79 1.628, C89 1.619, H107 1.139
94 C -2.89841 2.19148 5.54239  H22 1.142, H23 1.150, C33 1.623, C43 1.628
95 O 6.19762 -0.64149 -1.42264  C2 1.260
96 H 0.00376 0.62208 -7.45470  C28 1.095
97 H -2.56185 5.30756 -8.05002  C36 1.091
98 C 0.46280 1.58945 -4.88849  C10 1.555, H47 1.092, H65 1.092, H103 1.094
99 H -3.81931 -3.10907 0.50521  C20 1.136
100 H 1.29838 3.78176 -6.08304  C3 1.093
101 H 1.39984 -5.03277 3.83625  C89 1.149
102 C -1.77795 1.65170 -8.07395  H8 1.094, C28 1.522, H53 1.095, C111 1.524
103 H 0.58817 2.26897 -4.04079  C98 1.094
104 H -1.18052 5.47132 -6.98135  C36 1.092
105 H -1.36764 0.41449 -6.39045  C28 1.097
106 C 3.23651 -4.27580 4.87705  F32 1.413, F69 1.433, C74 1.622, C89 1.590
107 H 2.45381 -2.08131 3.41368  C93 1.139
108 O -2.01884 2.59472 -4.63684  N15 1.318
109 H -3.54370 1.84701 -6.87206  C111 1.096
110 H 0.78720 -1.03130 1.48007  P60 1.457
111 C -2.89698 2.49443 -7.47468  C13 1.544, H85 1.095, C102 1.524, H109 1.096
112 H -4.95635 1.15833 4.38839  C54 1.151
113 H 4.72677 0.67420 3.91217  C48 1.148

Values from the calculation:
Frontier orbital gap in eV: 1.7583
LUMO energy in eV: -5.222
Highest occupied orbital energy in eV: -6.980
E in eV: -74896.0289

Mulliken atomic charge list, values in e, 2 entries: number 1, H, carries -0.159; number 2, C, carries 0.216


The lowest frontier orbital gap belongs to which entry? C33H65F5N3O6P


What is the formula in the second record? C33H65F5N3O6P